No. 1
Molecular formula: C20H40Cl10F6NO9S2V
Method: DFT, ωB97M-V with the def2-TZVPD basis set

XYZ file:
```
89
C20H40Cl10F6NO9S2V (ωB97M-V with the def2-TZVPD basis set)
O -6.743 -8.271 7.499
V -8.078 -8.214 8.425
C -7.551 -5.495 11.244
F -7.864 -4.613 12.177
F -6.296 -5.321 10.786
F -7.667 -6.751 11.578
S -8.790 -5.170 9.745
O -10.003 -5.782 10.275
O -8.894 -3.738 9.697
N -8.099 -6.150 8.454
S -7.582 -5.024 7.461
O -6.713 -4.070 8.123
O -6.971 -5.724 6.348
C -9.190 -4.279 6.630
F -9.211 -2.963 6.784
F -9.221 -4.482 5.276
F -10.269 -4.853 7.211
C -10.477 -8.837 10.441
O -10.045 -8.379 9.123
C -11.069 -8.645 8.208
C -10.661 -8.143 6.739
O -9.292 -8.340 6.493
C -8.861 -8.098 5.128
H -11.532 -8.604 10.585
H -9.775 -8.362 11.125
H -10.397 -9.923 10.494
H -11.979 -8.114 8.484
H -11.417 -9.669 8.067
H -10.999 -7.108 6.690
H -11.212 -8.739 6.012
H -9.228 -7.204 4.625
H -9.211 -8.879 4.453
H -7.780 -8.196 5.028
C -4.296 -5.070 -1.739
O -3.628 -6.071 -0.897
C -4.388 -6.673 0.091
C -4.493 -5.970 1.412
O -5.261 -6.856 2.241
C -5.581 -6.263 3.510
H -3.550 -4.790 -2.483
H -4.577 -4.121 -1.282
H -5.209 -5.370 -2.254
H -3.923 -7.657 0.155
H -5.389 -6.860 -0.299
H -4.994 -5.003 1.373
H -3.507 -5.892 1.870
H -4.736 -5.934 4.115
H -6.288 -6.907 4.034
H -6.104 -5.342 3.249
Cl -3.311 -0.813 9.092
C -4.439 -1.892 8.175
C -4.137 -1.864 6.643
Cl -5.448 -2.642 5.666
H -5.443 -1.504 8.349
H -4.356 -2.920 8.529
H -3.241 -2.402 6.333
H -4.067 -0.887 6.165
Cl -4.897 -5.398 15.935
C -4.981 -5.612 14.146
C -5.199 -7.097 13.788
Cl -6.807 -7.687 14.315
H -4.056 -5.169 13.778
H -5.816 -4.979 13.847
H -4.393 -7.689 14.223
H -5.185 -7.175 12.701
Cl -4.878 -2.203 12.176
C -6.482 -1.611 12.583
C -7.046 -0.628 11.564
Cl -6.652 1.040 12.101
H -6.236 -1.266 13.587
H -7.186 -2.432 12.719
H -8.126 -0.753 11.482
H -6.656 -0.805 10.562
Cl -14.372 -6.292 13.731
C -12.860 -6.083 12.771
C -11.777 -5.203 13.492
Cl -10.906 -6.081 14.796
H -13.161 -5.533 11.879
H -12.386 -7.054 12.628
H -12.323 -4.373 13.940
H -11.018 -4.852 12.793
Cl -12.628 0.903 9.277
C -11.354 -0.302 9.821
C -10.227 -0.260 8.854
Cl -9.113 1.227 8.959
H -11.919 -1.230 9.738
H -11.084 -0.171 10.869
H -10.623 -0.309 7.840
H -9.578 -1.129 8.956
```

Output
<S²>: 2.09
highest occupied orbital energy (alpha / beta): -13.6 / -13.6 eV
spin multiplicity: 3
lowest unoccupied orbital energy (alpha / beta): -8.83 / -11.16 eV
total charge: +2
calculated total energy: -230169.10889 eV
Kohn-Sham gap (alpha / beta): 0.1736 / 0.0881 Eh

---

No. 2
Molecular formula: C16H28Br3Cl10O5
Method: DFT, ωB97M-V with the def2-TZVPD basis set

XYZ file:
```
62
C16H28Br3Cl10O5 (ωB97M-V with the def2-TZVPD basis set)
C 0.098 -1.259 -1.422
C -0.418 -0.081 -0.594
O 0.060 -0.058 0.723
H -0.354 -2.188 -1.069
H 1.184 -1.349 -1.447
H -0.284 -1.143 -2.443
H -1.512 -0.025 -0.732
H -0.010 0.878 -0.970
O 4.998 -3.604 1.483
C 4.648 -2.836 0.630
O 5.216 -1.630 0.516
C 4.672 -0.900 -0.585
C 4.001 -1.969 -1.467
C 3.645 -3.115 -0.476
H 5.423 -0.398 -1.186
H 3.884 -0.230 -0.237
H 4.722 -2.255 -2.235
H 3.152 -1.554 -2.008
H 3.796 -4.100 -0.902
H 2.616 -2.943 -0.164
O -2.951 4.360 -0.910
C -3.651 3.466 -0.545
O -4.974 3.613 -0.290
C -5.588 2.369 0.105
C -4.397 1.580 0.664
C -3.219 2.029 -0.165
H -5.963 1.954 -0.830
H -6.312 2.484 0.905
H -4.637 0.525 0.501
H -4.276 1.746 1.727
H -3.030 1.477 -1.083
H -2.297 2.179 0.391
C 0.186 -2.952 1.420
Cl -0.156 -4.468 0.520
Cl 1.346 -3.280 2.716
H 0.570 -2.211 0.726
H -0.750 -2.548 1.790
C -1.470 0.538 3.468
Cl -2.256 1.984 4.104
Cl -1.862 -0.932 4.416
H -1.661 0.364 2.409
H -0.398 0.679 3.553
C 2.633 -0.052 2.569
Cl 3.006 -0.755 4.167
Cl 3.802 1.238 2.215
H 2.527 -0.810 1.806
H 1.710 0.463 2.801
C -4.347 -1.465 -2.712
Cl -3.431 -2.856 -2.171
Cl -5.881 -1.351 -1.808
H -3.766 -0.581 -2.472
H -4.513 -1.577 -3.777
C 0.686 3.321 1.091
Cl 0.340 3.736 2.772
Cl 1.761 4.595 0.413
H 1.227 2.380 1.048
H -0.248 3.186 0.560
C 2.528 1.217 -3.414
Br 1.264 0.381 -4.651
Br 2.101 3.067 -2.959
Br 4.388 0.952 -4.025
H 2.422 0.711 -2.462
```

Output
highest occupied orbital energy: -4.7 eV
lowest unoccupied orbital energy: 1.48 eV
total charge: -1
calculated total energy: -362636.37706 eV
Kohn-Sham gap: 0.2257 Eh

---

No. 3
Molecular formula: C3H10NO2
Method: DFT, ωB97M-V with the def2-TZVPD basis set

XYZ file:
```
16
C3H10NO2 (ωB97M-V with the def2-TZVPD basis set)
C 1.991 0.682 0.415
C 0.126 -0.790 -0.250
C -1.440 -0.675 -0.202
N 0.561 0.621 0.156
O -1.651 -0.259 1.068
O -1.742 0.459 -1.094
H 2.576 0.087 -0.430
H 2.224 1.780 0.462
H 2.239 0.319 1.310
H 0.362 -1.033 -1.314
H 0.670 -1.428 0.466
H -2.045 -1.680 -0.338
H -0.040 0.717 0.972
H 0.251 1.140 -0.629
H -2.553 -0.367 1.449
H -1.529 0.430 -2.042
```

Output
highest occupied orbital energy: -15.5 eV
energy above the lowest of the compared OMol25 structures with the same formula, charge and spin: 1.914 eV
lowest unoccupied orbital energy: -3.15 eV
total charge: +1
calculated total energy: -8850.42681 eV
SMILES: C[NH2+]CC(O)O
Kohn-Sham gap: 0.4558 Eh

---

No. 4
Molecular formula: H2N2O3
Method: DFT, ωB97M-V with the def2-TZVPD basis set

XYZ file:
```
7
H2N2O3 (ωB97M-V with the def2-TZVPD basis set)
N -0.708 0.306 0.411
N 0.538 0.392 -0.202
O 0.038 1.588 0.393
O -0.461 -0.438 1.502
O 0.646 0.448 -1.633
H 0.417 -0.475 1.739
H -0.177 0.765 -2.161
```

Output
highest occupied orbital energy: -11.4 eV
energy above the lowest of the compared OMol25 structures with the same formula, charge and spin: 2.464 eV
lowest unoccupied orbital energy: 0.91 eV
calculated total energy: -9147.77482 eV
SMILES: On1on1O
Kohn-Sham gap: 0.4524 Eh

---

No. 5
Molecular formula: C3H4NO
Method: DFT, ωB97M-V with the def2-TZVPD basis set

XYZ file:
```
9
C3H4NO (ωB97M-V with the def2-TZVPD basis set)
C 0.171 0.416 -0.493
C 0.752 -0.087 0.430
C -0.759 0.726 -1.642
N 1.245 -0.850 2.322
O 1.192 -2.140 2.299
H -0.316 0.295 -2.542
H -1.776 0.249 -1.396
H -0.750 1.863 -1.577
H 0.242 -0.472 2.600
```

Output
<S²>: 2.01
highest occupied orbital energy (alpha / beta): -1.2 / -3.4 eV
energy above the lowest of the compared OMol25 structures with the same formula, charge and spin: 1.228 eV
spin multiplicity: 3
lowest unoccupied orbital energy (alpha / beta): 4.33 / 4.30 eV
total charge: -1
calculated total energy: -6706.26139 eV
Kohn-Sham gap (alpha / beta): 0.2025 / 0.2832 Eh

---

No. 6
Molecular formula: H3O
Method: DFT, ωB97M-V with the def2-TZVPD basis set

XYZ file:
```
4
H3O (ωB97M-V with the def2-TZVPD basis set)
O -0.072 -0.136 0.244
H 0.906 -0.083 0.346
H -0.385 -0.524 -0.603
H -0.450 0.743 0.014
```

Output
highest occupied orbital energy: -23.7 eV
energy above the lowest of the compared OMol25 structures with the same formula, charge and spin: 0.249 eV
lowest unoccupied orbital energy: -5.86 eV
total charge: +1
calculated total energy: -2086.95335 eV
Kohn-Sham gap: 0.6573 Eh

---

No. 7
Molecular formula: C42H51F3O18
Method: DFT, ωB97M-V with the def2-TZVPD basis set

XYZ file:
```
114
C42H51F3O18 (ωB97M-V with the def2-TZVPD basis set)
C -5.427 1.421 -0.128
C -5.895 2.695 0.559
C -7.025 3.484 -0.098
O -8.210 3.142 0.612
C -7.863 2.482 1.745
O -8.666 2.146 2.556
O -6.556 2.243 1.767
H -5.048 1.694 -1.119
H -6.222 0.684 -0.199
H -4.561 1.009 0.386
H -5.067 3.331 0.870
H -7.177 3.312 -1.165
H -6.886 4.567 -0.033
C 1.237 1.109 -5.005
C 0.074 0.692 -5.890
C 0.415 -0.438 -6.881
O -0.627 -1.370 -6.746
C -1.347 -1.077 -5.628
O -2.183 -1.804 -5.196
O -0.944 0.072 -5.095
H 0.888 1.837 -4.268
H 2.037 1.620 -5.538
H 1.616 0.276 -4.414
H -0.342 1.481 -6.515
H 1.378 -0.909 -6.656
H 0.527 0.014 -7.867
C -1.636 -2.105 7.097
C -0.307 -1.576 6.624
C -0.337 -0.319 5.713
O 0.773 0.411 6.198
C 1.094 0.046 7.448
O 1.902 0.552 8.149
O 0.273 -0.980 7.811
H -1.572 -2.891 7.839
H -2.237 -2.370 6.214
H -2.294 -1.296 7.428
H 0.397 -2.292 6.198
H -1.250 0.260 5.862
H -0.203 -0.640 4.684
C 6.446 -0.937 2.462
C 5.506 -0.166 3.347
C 4.838 1.076 2.749
O 3.505 0.980 3.175
C 3.220 -0.306 3.498
O 2.125 -0.750 3.607
O 4.348 -1.018 3.502
H 7.385 -0.400 2.311
H 5.955 -1.232 1.534
H 6.734 -1.909 2.870
H 5.910 0.098 4.327
H 4.984 1.130 1.665
H 5.390 1.959 3.077
C -1.333 -3.877 -2.415
C -2.832 -4.167 -2.527
C -3.325 -4.386 -3.966
O -3.953 -5.682 -3.956
C -3.706 -6.289 -2.780
O -3.933 -7.408 -2.445
O -3.088 -5.428 -1.957
H -0.748 -4.764 -2.640
H -1.058 -3.474 -1.440
H -1.192 -3.039 -3.105
H -3.457 -3.396 -2.067
H -2.494 -4.363 -4.670
H -4.068 -3.650 -4.259
C -0.733 3.367 -0.106
C -1.084 4.745 -0.625
C -1.248 4.828 -2.134
O -2.582 5.324 -2.288
C -3.179 5.500 -1.108
O -4.325 5.786 -0.950
O -2.378 5.082 -0.088
H -1.559 2.726 -0.442
H -0.681 3.194 0.966
H 0.162 2.944 -0.567
H -0.362 5.487 -0.274
H -1.159 3.863 -2.630
H -0.583 5.599 -2.522
F 1.468 5.651 1.696
C 2.155 4.851 0.857
C 2.329 3.516 1.137
C 3.073 2.750 0.223
C 3.494 3.297 -0.988
C 3.286 4.650 -1.240
C 2.577 5.425 -0.341
H 2.120 3.037 2.084
H 3.334 1.743 0.506
H 4.071 2.650 -1.635
H 3.615 5.163 -2.135
H 2.438 6.493 -0.445
F -2.181 -0.418 -1.874
C -1.042 -0.408 -1.176
C 0.160 -0.693 -1.774
C 1.349 -0.671 -1.038
C 1.273 -0.491 0.328
C 0.060 -0.140 0.955
C -1.080 -0.131 0.192
H 0.185 -0.911 -2.835
H 2.309 -0.928 -1.465
H 2.150 -0.517 0.964
H -0.002 0.040 2.018
H -2.039 0.014 0.675
F 4.063 -3.299 1.926
C 3.682 -4.239 1.041
C 2.663 -3.973 0.165
C 2.262 -4.953 -0.743
C 2.982 -6.141 -0.809
C 4.157 -6.311 -0.061
C 4.524 -5.342 0.862
H 2.110 -3.046 0.254
H 1.410 -4.709 -1.362
H 2.689 -6.904 -1.516
H 4.729 -7.195 -0.304
H 5.453 -5.425 1.410
```

Output
highest occupied orbital energy: -9.5 eV
energy above the lowest of the compared OMol25 structures with the same formula, charge and spin: 0.000 eV
lowest unoccupied orbital energy: -0.16 eV
calculated total energy: -89389.28666 eV
SMILES: C[C@H]1COC(=O)O1.C[C@H]1COC(=O)O1.C[C@H]1COC(=O)O1.C[C@H]1COC(=O)O1.C[C@H]1COC(=O)O1.C[C@H]1COC(=O)O1.Fc1ccccc1.Fc1ccccc1.Fc1ccccc1
Kohn-Sham gap: 0.3448 Eh

---

No. 8
Molecular formula: C5H8N2O
Method: DFT, ωB97M-V with the def2-TZVPD basis set

XYZ file:
```
16
C5H8N2O (ωB97M-V with the def2-TZVPD basis set)
C -2.561 -0.865 0.038
C -1.066 1.110 -0.096
C 1.748 -1.092 0.161
C 2.486 0.120 -0.051
C 1.489 1.038 -0.159
H -2.009 -1.221 -0.798
H -2.211 -1.524 1.041
H -3.607 -1.194 -0.080
H -1.260 2.179 -0.186
H 2.282 -1.693 -0.489
H 1.694 -1.685 1.159
H 3.508 0.532 -0.314
H 1.453 2.055 0.058
N -2.301 0.605 -0.074
N 0.169 0.494 0.626
O 0.311 -0.875 -0.452
```

Output
highest occupied orbital energy: -9.3 eV
energy above the lowest of the compared OMol25 structures with the same formula, charge and spin: 8.666 eV
lowest unoccupied orbital energy: 0.09 eV
calculated total energy: -10334.06058 eV
Kohn-Sham gap: 0.3456 Eh